Formula: C2HClN3O
Source: the Open Molecules 2025 dataset
Level of theory: wB97M-V/def2-TZVPD

Maximum force   4.2 eV Å⁻¹
Relative energy (zero: lowest compared OMol25 entry of this formula, charge and spin)   100.7 kcal/mol

```
! RIJCOSX wB97M-V def2-TZVPD def2/J DEFGRID3
* xyz 1 1
C 0.74302 -0.31173 1.40996
C -0.54921 0.34724 -1.11465
N 1.37940 -0.19142 0.36677
N 1.72902 0.35526 -0.65761
N -1.45657 0.28710 -0.37111
O 0.55943 0.45860 -1.52165
Cl -0.03182 -1.55670 2.10521
H -2.37327 0.61164 -0.21692
*
```